This record from the Open Molecules 2025 dataset describes an isolated molecule of C6H12O2 in a non-equilibrium geometry. The level of theory is the ωB97M-V functional and the def2-TZVPD basis.

Atoms and positions in Å:
C: -0.4265 2.3243 -1.1866
C: 0.0047 1.5490 0.0427
C: -0.0823 0.0282 -0.0670
C: 0.6832 -0.6094 -1.2251
C: 0.1504 -0.6282 1.3076
C: 0.1357 -2.1240 1.2297
O: 1.0587 -2.8502 0.9935
O: -1.1294 -2.6034 1.4229
H: -1.4360 2.0393 -1.4990
H: -0.4883 3.3843 -0.9376
H: 0.2578 2.2283 -2.0279
H: -0.6065 1.8500 0.9030
H: 1.0027 1.8639 0.3667
H: -1.1550 -0.1177 -0.2388
H: 0.9444 0.1443 -1.9640
H: 1.6203 -1.0612 -0.8983
H: 0.0852 -1.3683 -1.7189
H: 1.0772 -0.2522 1.7460
H: -0.6310 -0.2930 1.9856
H: -1.0654 -3.5039 1.7655

Atomic forces in eV per Å
-0.32 0.27 0.13
0.57 0.10 0.73
-1.11 0.05 0.02
0.36 0.33 0.17
0.26 0.67 -0.05
-0.35 -0.16 0.02
0.21 0.02 0.21
0.06 0.29 0.49
0.14 -0.14 -0.10
0.10 0.06 -0.05
-0.03 -0.11 -0.02
-0.21 -0.05 -0.18
0.23 -0.10 -0.29
-0.01 -0.26 -0.30
-0.07 0.01 -0.15
-0.03 -0.06 0.05
0.03 -0.18 -0.03
0.28 -0.41 -0.20
-0.18 -0.10 -0.03
0.07 -0.23 -0.45

## Properties
2S+1: 1
Frontier orbital gap, eV: 11.25
Molecular weight, g/mol: 116.2
Energy above the lowest of the compared OMol25 structures with the same formula, charge and spin, kJ/mol: 25.1